No. 1
94
Properties=species:S:1:pos:R:3 method="wB97M-V/def2-TZVPD" charge=+2 lumo_energy_ev="-4.49 / -8.03" orbital_gap_ev="6.79 / 6.41" spin_multiplicity=6 largest_force_ev_per_a=0.7 homo_energy_ev="-11.28 / -14.44"
Pd 0.23279 -0.07006 0.32467
C -3.09424 1.22210 1.14140
C -2.16948 1.83306 2.17915
C -2.59586 1.41987 3.58005
C -2.08557 3.34860 2.08739
O -0.81477 1.32796 1.90978
Ge 0.27237 0.50673 3.10648
O 1.74890 0.91892 2.18233
C 2.88389 1.65609 2.73482
C 2.37821 2.63713 3.78321
C 3.51513 2.39244 1.56768
C 3.84521 0.64479 3.33450
O 0.16764 -1.15920 2.36981
C -0.58141 -2.31134 2.89241
C -0.79331 -2.11695 4.38615
C 0.29234 -3.52752 2.63295
C -1.89701 -2.41550 2.14132
H -4.06334 1.72066 1.15792
H -2.67361 1.33378 0.14437
H -3.25114 0.16109 1.33831
H -3.58271 1.82028 3.81055
H -2.65648 0.33381 3.66898
H -1.90836 1.81434 4.33468
H -3.07133 3.79590 2.21188
H -1.43380 3.74129 2.86884
H -1.68349 3.66099 1.12662
H 1.59404 3.27540 3.36912
H 1.99242 2.10882 4.66129
H 3.18323 3.28219 4.13390
H 2.79525 3.07127 1.10475
H 4.36362 2.98203 1.91332
H 3.87593 1.68304 0.82446
H 3.35926 0.06720 4.12345
H 4.20501 -0.04513 2.57046
H 4.70675 1.14913 3.77198
H 0.16214 -2.01836 4.90529
H -1.40939 -1.23810 4.59204
H -1.31294 -2.97547 4.81004
H 1.29610 -3.36887 3.02886
H -0.13132 -4.40338 3.12383
H 0.35402 -3.74104 1.56681
H -2.59437 -1.63199 2.43832
H -1.72314 -2.34818 1.06309
H -2.36741 -3.37748 2.34353
N 1.79017 -1.64318 -0.19586
C 1.23273 -2.84494 -0.78744
C 1.79961 -4.08878 -0.57993
C 1.20146 -5.20880 -1.14657
C 0.05047 -5.08593 -1.91339
C -0.51721 -3.83716 -2.12353
C 0.07342 -2.71469 -1.55515
P -0.47816 -1.01720 -1.73520
C -2.03707 -0.97300 -2.61742
C -3.23290 -0.98020 -1.90321
C -4.44146 -0.97659 -2.58194
C -4.45403 -0.96544 -3.97007
C -3.26271 -0.96235 -4.68510
C -2.05141 -0.96527 -4.01370
C 0.83563 -0.26075 -2.73322
C 1.61068 -1.06474 -3.66341
C 2.95547 -1.04067 -3.60896
C 3.67507 -0.14267 -2.70302
C 2.96354 0.80962 -1.98267
C 1.58525 0.83988 -2.02388
H 2.45047 -1.18195 -0.82453
H 2.28200 -1.86433 0.66646
H 2.69806 -4.19044 0.01660
H 1.63981 -6.18366 -0.98377
H -0.40622 -5.96416 -2.34740
H -1.41639 -3.73535 -2.71815
H -3.22011 -0.99186 -0.82000
H -5.37114 -0.98305 -2.03022
H -5.39706 -0.95772 -4.49946
H -3.27848 -0.95826 -5.76625
H -1.12579 -0.95481 -4.57609
H 1.10458 -1.75155 -4.33025
H 3.52969 -1.69570 -4.25089
H 4.75369 -0.11723 -2.72812
H 3.48750 1.59081 -1.44699
H 1.35723 2.26866 -0.64340
C 0.74563 4.14559 -1.87702
C 0.05136 2.81983 -2.17939
C -1.41332 2.87022 -1.78844
C 0.16368 2.51319 -3.67149
N 0.80691 1.77759 -1.34300
H 0.27627 4.94867 -2.44418
H 1.80038 4.10957 -2.15614
H 0.66710 4.39850 -0.81662
H -1.92484 3.60518 -2.41022
H -1.54537 3.16517 -0.75200
H -1.89376 1.90501 -1.95413
H -0.19568 3.38000 -4.22559
H -0.45008 1.66031 -3.95863
H 1.19558 2.33434 -3.97781

---

No. 2
110
Properties=species:S:1:pos:R:3 method="wB97M-V/def2-TZVPD" e_above_lowest_kj_mol=102.1 lumo_energy_ev=0.15 orbital_gap_ev=9.99 smiles="CCCCC[C@]1(CCCCO)CCOC1=O.O=C1OCCO1.O=C1OCCO1.O=C1OCCO1.O=C1OCCO1.O=C1OCCO1.O=C1OCCO1.O=C1OCCO1" largest_force_ev_per_a=5.1 homo_energy_ev=-9.84
C 5.70889 4.45014 -1.27256
C 4.50615 3.50870 -1.10342
C 4.18584 2.63943 -2.34023
C 4.39900 1.11744 -2.11303
C 3.13869 0.25694 -2.24295
C 1.94972 0.59066 -1.26466
C 0.84884 1.23467 -2.12392
C -0.23743 1.98320 -1.34454
C -0.07123 3.51122 -1.40494
C -0.27284 4.03930 -2.82665
O 0.95178 4.40144 -3.46193
C 2.26458 1.16584 0.10106
C 3.10553 0.05354 0.71500
O 2.51520 -1.12422 0.16511
C 1.54524 -0.81206 -0.75187
O 0.64855 -1.48335 -1.01095
H 6.24890 4.48760 -0.33049
H 5.35324 5.45861 -1.44647
H 6.40846 4.13223 -2.03704
H 3.61284 4.07996 -0.86221
H 4.66841 2.87315 -0.23810
H 3.18050 2.83093 -2.69867
H 4.84227 2.95358 -3.14589
H 4.93762 0.97029 -1.18404
H 5.07624 0.77476 -2.89384
H 2.76504 0.38076 -3.25338
H 3.42307 -0.78795 -2.16129
H 0.39026 0.42518 -2.68590
H 1.30278 1.89428 -2.85609
H -1.19466 1.74973 -1.80576
H -0.32155 1.67335 -0.30984
H 0.91884 3.74286 -1.01369
H -0.82889 3.93689 -0.75365
H -0.70637 3.24181 -3.43039
H -0.94930 4.88673 -2.77106
H 1.15721 3.73221 -4.12294
H 1.32137 1.07752 0.64634
H 2.55950 2.20141 0.19846
H 3.02485 0.04587 1.80247
H 4.17601 0.05407 0.53622
O -3.30039 -6.33662 1.40256
C -2.48016 -5.52117 1.13087
O -2.75900 -4.27463 0.65868
C -1.53949 -3.51998 0.67077
C -0.48926 -4.59251 0.61875
O -1.14068 -5.70005 1.25424
H -1.49203 -2.83959 -0.17614
H -1.49368 -2.93884 1.59347
H -0.22436 -4.87898 -0.40103
H 0.41747 -4.31989 1.15338
O -3.84719 1.15389 -2.69571
C -4.12873 0.15669 -2.10648
O -3.28778 -0.87312 -1.88591
C -3.91498 -1.76741 -0.95730
C -5.38001 -1.46739 -1.15507
O -5.35520 -0.09274 -1.57067
H -3.66414 -2.79879 -1.18991
H -3.56019 -1.53361 0.04444
H -5.83207 -2.06785 -1.94667
H -5.96403 -1.58777 -0.24538
O 1.75514 -2.94527 3.66645
C 2.77644 -3.38673 3.23640
O 2.87344 -4.14331 2.11783
C 4.26253 -4.28036 1.79677
C 4.92588 -4.05770 3.13467
O 3.99108 -3.19528 3.79930
H 4.46772 -5.26331 1.38039
H 4.52903 -3.51973 1.06002
H 5.03186 -4.97492 3.70999
H 5.89820 -3.57985 3.05184
O 6.79064 -4.82677 5.42656
C 6.06492 -4.39928 6.26702
O 6.43921 -3.55144 7.25613
C 5.25257 -3.08949 7.90933
C 4.26243 -4.18911 7.60351
O 4.74587 -4.69830 6.35915
H 5.42563 -2.95768 8.97460
H 4.96217 -2.13171 7.47393
H 4.28433 -4.99068 8.34424
H 3.24210 -3.82742 7.50179
O -10.74010 -0.55304 0.38851
C -9.89543 0.23979 0.13191
O -10.12923 1.49765 -0.32980
C -8.89343 2.21614 -0.29900
C -7.86913 1.10776 -0.35768
O -8.55998 0.01601 0.25888
H -8.82432 2.90159 -1.14024
H -8.84135 2.78773 0.63019
H -7.60955 0.83002 -1.37766
H -6.95779 1.34397 0.18547
O -0.38770 2.50217 -7.15508
C -1.44917 2.97420 -6.90796
O -2.60662 2.27080 -6.83898
C -3.61125 3.12603 -6.29248
C -3.08060 4.50119 -6.62453
O -1.66559 4.29407 -6.65255
H -4.57842 2.92311 -6.74637
H -3.67869 2.94812 -5.21695
H -3.40403 4.84988 -7.60753
H -3.34417 5.24767 -5.87888
O -2.05435 0.07188 0.70929
C -1.72232 0.19661 1.84459
O -1.00712 1.24323 2.32923
C -0.99553 1.14412 3.75736
C -1.23898 -0.33056 3.98442
O -1.99925 -0.69590 2.82737
H -0.04415 1.48411 4.15907
H -1.79547 1.76891 4.15904
H -0.31555 -0.91360 3.99754
H -1.79919 -0.53361 4.89368

---

No. 3
93
Properties=species:S:1:pos:R:3 method="wB97M-V/def2-TZVPD" charge=+2 e_above_lowest_kj_mol=0.0 lumo_energy_ev="-6.59 / -6.59" orbital_gap_ev="6.04 / 6.04" largest_force_ev_per_a=4.2 homo_energy_ev="-12.63 / -12.63"
N 5.24322 -3.79702 -0.58676
C 4.17729 -4.59233 -0.43078
C 2.93404 -4.33143 -1.03702
C 2.81016 -3.16305 -1.82427
C 3.96080 -2.36329 -1.98706
C 5.17377 -2.74682 -1.38917
C 1.55850 -2.82152 -2.53852
Ca -0.48390 -2.53722 -1.53658
P -3.56562 -0.48122 -2.24705
C 1.10328 -1.52264 -2.82133
C 1.29349 -0.32546 -1.99785
C 1.00659 0.96460 -2.52870
C 1.01153 2.09675 -1.76198
C 1.18324 2.01873 -0.32570
C 1.75121 0.76652 0.12994
C 1.68283 -0.37822 -0.63726
Br -0.99287 2.01084 0.47919
H 1.10047 -3.66452 -3.11053
H 0.49481 -1.37404 -3.72871
H 2.08489 -4.99912 -0.87102
H 3.92743 -1.46714 -2.60048
H 4.31245 -5.46385 0.21877
H 6.07832 -2.15897 -1.55763
H 0.77683 1.01641 -3.60415
H 1.97494 -1.35024 -0.21345
H 0.74213 3.05052 -2.21242
H 2.15492 0.70962 1.14747
P 1.80892 3.57120 0.46819
C -2.97254 -2.07576 -1.64548
C -3.97016 -3.21314 -1.37970
H -2.40077 -1.83648 -0.70659
H -2.35969 -2.41050 -2.52989
H -3.42996 -4.13398 -1.11123
H -4.67349 -2.98211 -0.56874
H -4.55872 -3.42510 -2.28289
C -2.17375 0.62651 -2.66185
C -2.73161 1.97764 -3.14051
H -1.61156 0.13279 -3.47706
H -1.50607 0.76754 -1.79310
H -1.90406 2.64357 -3.42242
H -3.37792 1.83902 -4.02211
H -3.31922 2.48536 -2.36070
C -4.31793 0.34507 -0.75010
C -5.81613 0.58500 -0.99424
H -3.80535 1.30026 -0.56916
H -4.16113 -0.29133 0.13865
H -6.29092 1.04656 -0.12010
H -5.98381 1.25208 -1.84986
H -6.35882 -0.34792 -1.19550
C 1.42138 3.52711 2.24709
C 1.61685 4.88299 2.94681
H 2.02947 2.74355 2.73714
H 0.36309 3.22304 2.34167
H 2.63509 5.28757 2.83345
H 0.90374 5.63292 2.56624
H 1.42684 4.75305 4.02363
C 1.12136 4.98421 -0.43526
C 1.93697 5.45403 -1.65948
H 1.04065 5.79954 0.30764
H 0.09200 4.71077 -0.72712
H 2.90223 5.89813 -1.36303
H 2.13428 4.64111 -2.37810
H 1.36714 6.23094 -2.19314
C 3.59724 3.60718 0.19337
C 4.39636 3.05825 1.37683
H 3.87070 4.65838 -0.00971
H 3.79215 3.03066 -0.73320
H 5.45764 3.00761 1.10024
H 4.29359 3.70717 2.26053
H 4.07549 2.04165 1.65083
C -2.64199 -1.01149 2.65245
N -1.26010 -0.45201 2.67146
C -1.07391 0.39854 3.88922
C -0.08499 -1.47589 2.55292
C -0.50389 -2.85869 2.17818
C -0.97852 -3.77224 3.15052
C -1.41245 -5.04731 2.75989
C -1.35734 -5.42348 1.41583
C -0.85363 -4.51852 0.44678
C -0.46754 -3.26373 0.86902
H -2.79294 -1.59492 3.56428
H -2.80535 -1.64151 1.77160
H -3.34980 -0.17523 2.63593
H -1.14738 0.18209 1.83451
H -1.16062 -0.25746 4.76254
H -0.08268 0.86724 3.87856
H -1.85135 1.17142 3.92940
H 0.57233 -1.04737 1.78877
H 0.45194 -1.41846 3.50709
H -0.99646 -3.47143 4.20246
H -1.78752 -5.75321 3.51316
H -1.69622 -6.41259 1.09312
H -0.77396 -4.85578 -0.60668